The following is a quantum chemistry calculation of 4 unconnected molecules or ions with the total composition C32H62BrF10IN4O13PS at a distorted geometry, from the Open Molecules 2025 dataset.

## Properties
frontier orbital gap: 5.89 eV
total charge: +1
lowest unoccupied orbital energy: -4.5 eV
molecular weight: 1170.69 g/mol

Atoms and positions in Å:
C -3.84480 3.60523 4.39652
F -5.70992 0.60344 0.61424
C -5.30839 -0.87704 -7.76964
H 8.44907 -1.56179 -0.31136
C -2.71351 9.52311 4.20030
O 8.01455 -0.40017 -1.93750
C 3.27190 -0.48489 0.72173
F -5.02576 0.48069 2.89419
H 0.52795 -2.34442 1.98617
F -2.84929 0.42112 -0.31961
C 4.38668 -3.88821 1.36054
H 1.83751 -5.74280 1.08651
O 7.04561 2.37174 -2.98370
O -7.93472 -2.44381 -4.12733
H 2.14878 -0.29300 0.37781
C 5.49617 -6.12024 2.56384
H 1.94943 1.07700 2.06219
C 6.97151 -0.09237 -2.86604
H 6.69430 1.17062 -4.57001
H -9.79032 -3.23216 -4.47404
F -2.11394 0.86540 2.88295
F -4.19725 2.28320 1.37188
C -0.62818 -3.37409 0.64069
C 7.33312 1.15229 -3.68028
F -0.89089 -1.40337 3.90270
H -2.20267 10.05694 5.00630
C -6.99080 -2.17800 -3.08727
N 3.08557 -3.05783 1.36984
H 5.28659 -3.10897 1.45087
H 4.94206 -4.13798 3.56104
H -4.43272 6.39134 6.02686
H 8.12025 1.88604 -1.25454
C -5.45410 5.19767 3.72353
C -5.63453 -1.79329 -3.68348
H 7.48119 3.52052 -1.37986
H -5.05314 -1.28704 -2.90462
O 10.16033 2.18633 -2.85593
H 8.36775 1.12952 -4.02828
C -2.00574 -1.63323 2.90980
H -6.33238 -3.82025 -5.24200
H -3.85638 -2.40759 -6.39321
H -4.89039 9.37800 5.45952
C 9.29341 3.26213 -2.48929
O -4.10252 4.97505 4.13221
N 2.74868 1.75869 1.98960
O -3.10581 -4.04514 1.74709
H 4.52702 1.54361 0.66214
N 1.97986 -5.00813 0.35927
F -4.01659 -1.44707 0.60560
C 1.88188 -3.60305 0.90151
C 0.84530 -5.12133 -0.68094
H 4.23971 -1.49821 2.52209
H 10.90634 3.04615 -4.58458
C -5.78543 6.69140 3.76750
H 6.11938 -6.15771 1.57365
N 0.67323 -2.72109 1.00105
O -5.79615 -1.78912 -6.79860
H -2.79031 3.50079 4.67034
H 9.10213 3.90240 -3.35708
C 7.97001 2.71882 -1.94489
H -6.67674 6.85920 3.15241
H -6.87784 -3.06047 -2.44846
Br 0.32149 -1.12819 -1.82102
H -2.66311 -3.64531 -2.29788
F -0.76395 -0.08045 1.17806
O -1.64426 -3.62892 -2.22056
H 6.03234 0.07683 -2.32851
O -3.28482 8.31687 4.68124
H 9.79682 3.84653 -1.70994
C -0.53902 -4.96496 0.22216
H -6.13926 4.64678 4.37673
H 2.36019 -1.34044 2.66924
H 4.56060 -4.45740 0.35307
H -1.49623 -5.38831 -0.30119
H -4.45580 3.26049 5.23653
C -5.05214 7.28999 5.99801
S -1.77108 -3.28787 2.11875
H 6.78756 -0.93992 -0.35954
H -5.08463 -1.39366 -8.70698
H 4.82646 -7.10368 2.65638
H -4.04110 2.99746 3.51003
H 11.89695 1.76738 -3.85271
C -4.85753 -2.83225 -6.52340
C 3.89145 0.89501 1.41747
C -4.52018 0.83874 1.51613
H -0.36035 -5.65943 1.17670
H -4.85837 -3.51552 -7.38004
H -7.37742 -1.34364 -2.49003
O -6.14351 7.13995 5.08077
H 0.92591 -4.29812 -1.51535
H 6.86058 -0.95025 -3.53866
C 7.60069 -1.34956 -0.96792
O -4.85135 -2.93384 -4.05747
H -3.66086 8.81494 6.63277
C 4.49051 -4.83417 2.70885
H -8.84399 -4.07123 -3.22800
H 3.44117 -0.68596 -1.30879
C 3.22502 -1.64485 1.91345
H 4.62820 0.65075 2.32300
H 11.84486 3.37350 -3.08993
H -9.58880 -2.47636 -2.87645
H 6.17097 -6.12712 3.54636
H -4.41494 -0.36665 -7.39498
H 7.28330 -2.27912 -1.44828
F -3.25302 -1.70879 3.75825
O 4.00418 -0.90315 -0.48403
H -5.73475 -1.09236 -4.51494
O -1.11026 -4.21411 3.21609
F 3.18937 -5.32276 3.21956
H -5.51653 7.39298 6.98480
C -5.26412 -3.59536 -5.26036
C -9.09941 -3.08891 -3.63739
C -2.04294 -0.32178 1.94652
H -6.08189 -0.12650 -7.95469
H -1.98513 9.27236 3.42412
H -5.55740 4.83048 2.69551
H -4.73313 -4.55353 -5.25959
C -3.34909 -0.17991 0.97043
P -1.33595 -2.48710 -0.94363
C -4.22612 8.55089 5.73197
I 0.90367 -7.08194 -1.74042
C 11.25922 2.63001 -3.63585
H 3.02715 1.92644 3.00303
H -4.98508 7.30276 3.34518
H -3.48713 10.15774 3.75546